Entry 1:
{"formula": "C33H44N3O4", "method": "the ωB97M-V functional and the def2-TZVPD basis", "homo_ha": -0.3490, "e_tot_ev": -47586.3506, "total_charge": 1, "relative_energy_kj_mol": 0.0, "homo_lumo_gap_ev": 4.098, "symbols": ["C", "O", "C", "O", "C", "C", "C", "C", "N", "C", "C", "C", "C", "C", "C", "H", "H", "H", "H", "H", "H", "H", "H", "H", "H", "H", "H", "H", "H", "H", "H", "H", "H", "H", "C", "C", "N", "C", "C", "C", "C", "C", "C", "C", "C", "C", "N", "C", "C", "O", "C", "C", "C", "C", "C", "C", "C", "C", "O", "H", "H", "H", "H", "H", "H", "H", "H", "H", "H", "H", "H", "H", "H", "H", "H", "H", "H", "H", "H", "H", "H", "H", "H", "H"], "positions_angstrom": [[3.1818, 0.2643, 3.2303], [2.7510, -0.7877, 4.0291], [1.8609, -1.5499, 3.3287], [1.5194, -1.3361, 2.1856], [1.3321, -2.7513, 4.0880], [2.3112, -3.9374, 3.9790], [1.4704, -5.1909, 3.6480], [0.0078, -4.7206, 3.5274], [0.0139, -3.2381, 3.5779], [-1.1855, -2.4621, 3.6307], [-1.3462, -1.4591, 2.7555], [-2.5603, -0.5938, 2.6529], [-3.7376, -1.0859, 3.5166], [-3.2435, -1.6473, 4.8574], [-2.2516, -2.8044, 4.6317], [3.9762, 0.8118, 3.7397], [3.5590, -0.1352, 2.2867], [2.3364, 0.9255, 3.0324], [1.1816, -2.4598, 5.1375], [3.0430, -3.7226, 3.1910], [2.8821, -4.0604, 4.9059], [1.8093, -5.6530, 2.7124], [1.5724, -5.9576, 4.4267], [-0.4573, -5.0389, 2.5872], [-0.6150, -5.0998, 4.3432], [-0.5329, -1.2862, 2.0721], [-2.2945, 0.4278, 2.9515], [-2.8640, -0.5219, 1.5999], [-4.4655, -0.2786, 3.6767], [-4.2876, -1.8689, 2.9804], [-2.7457, -0.8464, 5.4185], [-4.0885, -1.9647, 5.4842], [-2.7910, -3.6920, 4.2829], [-1.7760, -3.0966, 5.5757], [-1.4344, -5.3530, -3.6354], [-1.7072, -4.2156, -2.6521], [-2.0348, -2.9679, -3.3754], [-1.8758, -1.6927, -2.7515], [-2.9698, -1.0273, -2.1707], [-2.8161, 0.1963, -1.5823], [-1.5618, 0.8551, -1.5721], [-1.4368, 2.1416, -0.9797], [-0.4234, 3.1108, -1.2148], [0.3757, 3.1032, -2.3812], [1.3058, 4.0784, -2.6111], [1.5053, 5.1301, -1.6976], [2.5794, 6.0647, -1.8787], [3.8820, 5.6792, -1.2827], [4.9314, 6.7874, -1.3602], [5.0243, 7.3296, -2.6698], [3.7913, 7.8779, -3.1071], [2.6889, 6.8168, -3.1547], [0.7071, 5.1547, -0.5400], [-0.2348, 4.1867, -0.3125], [-0.4588, 0.1558, -2.1167], [-0.6154, -1.0772, -2.6878], [-3.1248, -3.1718, -4.3419], [-2.7939, -4.3300, -5.2814], [-2.5118, -5.5177, -4.5508], [-0.5274, -5.1604, -4.2189], [-1.2922, -6.3134, -3.1223], [-2.5612, -4.4655, -2.0158], [-0.8562, -4.0365, -1.9876], [-3.9299, -1.5160, -2.1782], [-3.6608, 0.6809, -1.1227], [-2.2213, 2.4280, -0.2989], [0.2089, 2.3461, -3.1279], [1.9211, 4.0301, -3.4926], [3.6960, 5.3971, -0.2401], [4.2363, 4.7793, -1.7943], [4.7014, 7.6075, -0.6684], [5.9313, 6.4146, -1.0965], [3.5280, 8.6946, -2.4251], [3.9729, 8.3285, -4.0921], [2.8706, 6.1154, -3.9738], [1.7160, 7.2830, -3.3498], [0.8536, 5.9590, 0.1599], [-0.8362, 4.2261, 0.5788], [0.5298, 0.5686, -2.0137], [0.2273, -1.5905, -3.1148], [-4.0413, -3.3840, -3.7844], [-3.2834, -2.2383, -4.8929], [-3.6242, -4.5499, -5.9652], [-1.9168, -4.1018, -5.8982]], "mulliken_charge": [-0.6720, -0.3446, 0.0166, -0.6320, 0.5986, -0.6940, -0.5853, -0.7502, 0.2946, -0.1615, -0.8134, -0.0570, -0.8970, -0.9773, -0.4340, 0.2593, 0.2843, 0.2758, 0.3401, 0.3210, 0.3446, 0.2660, 0.2865, 0.3457, 0.3725, 0.6996, 0.2537, -0.0035, 0.3971, 0.3312, 0.3128, 0.3781, 0.2967, 0.3639, -0.6240, -0.4548, 0.2949, -0.2437, -0.1856, -1.1980, 0.8163, -0.4041, 0.6139, -1.0621, -0.2142, -0.1496, 0.1509, -0.4248, -0.5971, -0.3680, -0.6798, -0.3873, -0.3330, -0.9772, -0.8637, -0.3870, -0.4961, -0.7236, -0.3757, 0.3359, 0.3322, 0.2611, 0.4248, 0.4690, 0.4428, 0.4629, 0.6659, 0.3969, 0.3766, 0.2853, 0.3573, 0.3198, 0.3690, 0.3268, 0.3012, 0.3750, 0.5240, 0.4342, 0.7955, 0.5570, 0.3355, 0.4193, 0.3339, 0.3549]}

---

Entry 2:
{"formula": "C33H45AlI2N3O2S2SbSi3", "method": "the ωB97M-V functional and the def2-TZVPD basis", "homo_ha": [-0.1618, -0.1618], "e_tot_ev": -118157.8736, "homo_lumo_gap_ev": [3.283, 3.284], "symbols": ["Al", "I", "C", "C", "C", "I", "C", "C", "C", "C", "N", "C", "C", "O", "H", "H", "H", "H", "C", "Sb", "C", "C", "C", "C", "C", "C", "N", "Si", "C", "C", "C", "C", "C", "C", "C", "C", "C", "N", "Si", "C", "C", "C", "Si", "C", "C", "C", "H", "H", "H", "H", "H", "H", "H", "H", "H", "H", "H", "H", "H", "H", "H", "H", "H", "H", "H", "H", "H", "H", "H", "H", "H", "H", "H", "H", "H", "H", "H", "H", "H", "H", "H", "H", "H", "H", "C", "O", "C", "S", "S", "H", "H", "H"], "positions_angstrom": [[0.5528, 1.0803, -0.9282], [3.9309, 4.5621, -0.0225], [1.9787, 4.7778, -0.7832], [1.4235, 6.0220, -1.0348], [0.1517, 6.1042, -1.5617], [-0.6420, 8.0383, -1.9106], [-0.6250, 4.9615, -1.8500], [-1.9171, 4.9458, -2.3998], [-2.5214, 3.7142, -2.6152], [-1.8864, 2.5412, -2.2827], [-0.6507, 2.4918, -1.7293], [-0.0383, 3.7107, -1.5462], [1.2553, 3.6274, -1.0250], [1.6993, 2.3937, -0.7854], [1.9931, 6.9142, -0.8241], [-2.4206, 5.8627, -2.6611], [-3.5111, 3.6497, -3.0391], [-2.3891, 1.6131, -2.4526], [-0.4773, -3.4024, 0.9742], [-0.5754, -1.2080, 1.1566], [-0.2413, -0.8021, -0.9934], [0.5867, -1.7994, -1.6790], [1.6923, -2.4832, -1.1526], [2.3804, -3.3783, -1.9460], [1.9669, -3.5922, -3.2538], [0.8302, -2.9220, -3.6746], [0.1648, -2.0755, -2.9154], [-1.9647, -0.8889, -1.8233], [-4.3320, -0.5243, 0.4241], [-2.8309, -2.5781, -1.7145], [-1.9406, -0.3424, -3.6493], [1.4561, -0.5988, 2.1038], [2.5030, -0.3971, 1.1050], [3.8500, -0.7293, 1.3369], [4.7875, -0.6296, 0.3366], [4.3853, -0.2144, -0.9301], [3.0755, 0.1642, -1.0739], [2.1800, 0.1309, -0.0857], [1.9057, -1.9321, 3.4234], [3.0849, -1.2909, 4.7903], [0.3480, -2.5197, 4.3605], [2.7025, -3.4820, 2.6172], [0.9632, 1.1239, 2.8541], [2.5543, 2.1527, 3.0482], [0.0071, 0.9065, 4.4908], [-0.3072, 2.0564, 1.7668], [-1.4416, -3.7174, 0.5840], [-0.3427, -3.8519, 1.9525], [0.2965, -3.7421, 0.2942], [2.0130, -2.3250, -0.1356], [3.2286, -3.9119, -1.5381], [2.4963, -4.2652, -3.9077], [0.4216, -3.0630, -4.6672], [-3.8653, -1.2635, 1.0735], [-4.9772, -0.9971, -0.3066], [-4.9030, 0.1836, 1.0163], [-3.1463, -2.8409, -0.7083], [-2.1681, -3.3508, -2.0836], [-3.7141, -2.5542, -2.3440], [-1.0850, 0.3025, -3.8443], [-2.8479, 0.1809, -3.9471], [-1.8303, -1.2257, -4.2674], [4.1555, -1.0494, 2.3166], [5.8204, -0.8787, 0.5317], [5.0769, -0.1639, -1.7529], [2.6918, 0.5375, -2.0207], [2.5850, -0.5669, 5.4236], [3.9859, -0.8166, 4.4153], [3.3941, -2.1173, 5.4242], [0.2880, -2.0615, 5.3401], [0.3738, -3.5932, 4.5120], [-0.5663, -2.2792, 3.8283], [3.4461, -3.2378, 1.8653], [1.9604, -4.1137, 2.1415], [3.1981, -4.0842, 3.3742], [3.2690, 1.6623, 3.7006], [2.3508, 3.1341, 3.4658], [3.0376, 2.3011, 2.0868], [0.6231, 0.5134, 5.2871], [-0.8384, 0.2390, 4.3566], [-0.3788, 1.8655, 4.8169], [-0.1855, 1.7622, 0.7086], [-0.1799, 3.1326, 1.8177], [-1.3349, 1.8243, 2.0385], [-6.5069, -0.9372, -2.9530], [-5.1735, -0.4894, -3.2077], [-4.8856, 0.7817, -3.1829], [-5.9106, 2.0030, -2.8515], [-3.0628, 0.4638, -0.4260], [-6.5013, -2.0234, -3.0239], [-7.1850, -0.5054, -3.6929], [-6.8202, -0.6160, -1.9559]], "mulliken_charge": [-0.6005, 0.0089, -0.1957, -0.2324, -0.2499, 0.0619, 0.8214, -0.7687, -1.7011, 0.5402, 0.4835, 0.6025, -0.6301, 0.1547, 0.3888, 0.2982, 0.3238, 0.4626, -1.3885, 0.5343, 0.9355, -1.4159, -0.3403, -1.2135, -1.0580, -0.6705, -0.5182, 0.9811, -0.7802, -1.3233, -1.1692, 1.8140, -1.9058, -0.9156, -0.9107, -1.3380, 0.1245, 1.2372, 0.9155, -1.2911, -1.2575, -1.2275, 0.8440, -0.8678, -1.2339, -0.0669, 0.4341, 0.5380, 0.3260, 1.0464, 0.5241, 0.4623, 0.5242, 0.1875, 0.1708, 0.3758, 0.3601, 0.4957, 0.2875, 0.3147, 0.3853, 0.4368, 0.3682, 0.5018, 0.5421, 0.4271, 0.3154, 0.3829, 0.4065, 0.3877, 0.4825, 0.2040, 0.3426, 0.2955, 0.5258, 0.2890, 0.4611, 0.0010, 0.2873, 0.2860, 0.4406, -0.3865, 0.5165, 0.4628, -0.8900, -0.0176, -0.6464, -0.3899, 0.3349, 0.2476, 0.3359, 0.3550]}

---

Entry 3:
{"formula": "C33H45Cl4CoN2O2PSbSi3", "method": "the ωB97M-V functional and the def2-TZVPD basis", "homo_ha": [-0.2635, -0.2974], "e_tot_ev": -169204.9426, "multiplicity": 5, "relative_energy_kj_mol": 43.0, "homo_lumo_gap_ev": [7.666, 6.475], "symbols": ["Co", "Cl", "C", "C", "Cl", "C", "Cl", "C", "O", "C", "O", "C", "Cl", "C", "C", "C", "C", "C", "C", "P", "C", "C", "C", "C", "C", "C", "C", "C", "C", "C", "C", "C", "H", "H", "H", "H", "H", "H", "H", "H", "H", "H", "H", "H", "H", "H", "C", "Si", "C", "C", "Sb", "Si", "C", "C", "C", "Si", "C", "C", "C", "H", "H", "H", "H", "H", "H", "H", "H", "H", "H", "H", "H", "H", "H", "H", "H", "H", "H", "H", "H", "H", "H", "H", "H", "H", "H", "H", "N", "N", "H", "H", "H", "H"], "positions_angstrom": [[-1.3841, 0.4144, -0.1477], [-2.8434, 3.2920, -6.2001], [-2.4015, 2.1980, -4.9557], [-2.1789, 0.8160, -5.2885], [-2.3888, 0.3005, -6.9115], [-1.8050, -0.0832, -4.3268], [-1.5213, -1.7398, -4.6790], [-1.6419, 0.3388, -2.9723], [-1.2947, -0.4301, -2.0543], [-1.8718, 1.7493, -2.6317], [-1.6751, 2.0961, -1.4463], [-2.2538, 2.6474, -3.6680], [-2.5028, 4.2945, -3.2391], [-0.5904, -1.6388, 5.4978], [0.3721, -2.2559, 4.7102], [0.1841, -2.3673, 3.3394], [-0.9787, -1.8882, 2.7353], [-1.9416, -1.2697, 3.5352], [-1.7456, -1.1425, 4.9064], [-1.1633, -1.9294, 0.9119], [-0.7974, -3.6557, 0.4386], [-0.7784, -4.7425, 1.3100], [-0.5396, -6.0231, 0.8219], [-0.3242, -6.2258, -0.5352], [-0.3510, -5.1463, -1.4103], [-0.5796, -3.8678, -0.9253], [-2.9430, -1.7788, 0.6266], [-3.8973, -2.7827, 0.7769], [-5.2211, -2.4927, 0.4831], [-5.5624, -1.2177, 0.0352], [-4.5888, -0.2343, -0.1195], [-3.2376, -0.4784, 0.1736], [-0.4407, -1.5472, 6.5668], [1.2790, -2.6428, 5.1629], [0.9483, -2.8451, 2.7337], [-2.8597, -0.9113, 3.0820], [-2.5069, -0.6668, 5.5146], [-0.9603, -4.5970, 2.3688], [-0.5240, -6.8638, 1.5059], [-0.1385, -7.2238, -0.9114], [-0.1924, -5.3021, -2.4714], [-0.6065, -3.0207, -1.6077], [-3.6153, -3.7781, 1.1042], [-5.9838, -3.2556, 0.5902], [-6.5965, -1.0004, -0.2142], [-4.9011, 0.7383, -0.5010], [2.0879, 3.4486, 2.5624], [2.6635, 1.7693, 1.9804], [4.4830, 1.8303, 1.5771], [2.4177, 0.5332, 3.3449], [1.1938, 1.2375, -0.0459], [1.6076, 3.3400, -1.4641], [0.3293, 4.6014, -0.9772], [1.4811, 2.7742, -3.2447], [3.2814, 4.1253, -1.1824], [2.6608, -0.5385, -1.2060], [1.8611, -1.2554, -2.7164], [4.3118, 0.2138, -1.6638], [2.8918, -1.8579, 0.0924], [2.7019, 3.7981, 3.4004], [1.0466, 3.4135, 2.8991], [2.1592, 4.1891, 1.7610], [5.0184, 2.2998, 2.4109], [4.6915, 2.4011, 0.6701], [4.8843, 0.8199, 1.4431], [3.2088, 0.6537, 4.0950], [2.4569, -0.4948, 2.9726], [1.4483, 0.6644, 3.8370], [-0.6836, 4.1931, -1.0626], [0.3993, 5.4885, -1.6184], [0.4955, 4.9156, 0.0574], [0.9281, 1.8318, -3.3189], [2.4808, 2.6115, -3.6582], [0.9652, 3.5121, -3.8721], [3.3738, 4.5041, -0.1596], [3.3899, 4.9777, -1.8659], [4.1103, 3.4390, -1.3701], [2.0244, -0.6183, -3.5922], [0.7829, -1.3725, -2.5761], [2.2909, -2.2428, -2.9222], [4.1995, 1.2549, -1.9715], [4.7615, -0.3361, -2.5003], [5.0067, 0.1818, -0.8188], [1.9622, -2.4218, 0.2336], [3.1722, -1.4118, 1.0517], [3.6756, -2.5670, -0.1992], [-2.9799, 2.8460, 1.1106], [-1.8911, 1.9617, 1.5076], [-3.7790, 2.2259, 1.0237], [-2.7595, 3.0981, 0.1512], [-2.1641, 1.5593, 2.3966], [-1.1025, 2.5627, 1.7138]], "mulliken_charge": [2.1263, -0.1967, 0.5638, 0.4596, -0.1958, 0.2151, -0.1807, -0.9751, 0.6527, -0.4305, -0.7754, 0.3364, -0.1662, -0.5634, -0.7760, -0.3038, 0.1030, -0.7928, -0.7726, 1.2604, 0.2298, -0.2710, -0.6935, -0.5654, -0.6730, -0.4151, 0.2521, -0.5832, -0.7110, -0.8691, 0.3330, -0.6584, 0.3812, 0.4212, 0.5677, 0.5768, 0.4421, 0.4243, 0.4228, 0.3788, 0.4440, 0.3737, 0.4534, 0.4091, 0.3792, 0.4369, -1.1126, 0.9755, -1.0540, -1.0342, -2.3291, 0.8843, -0.7062, -0.7334, -1.1466, 0.4058, -0.5435, -1.0580, -0.6595, 0.4560, 0.2968, 0.1692, 0.4168, 0.2796, 0.2688, 0.4612, 0.1701, 0.2397, -0.1092, 0.3946, 0.2828, -0.1244, 0.4410, 0.4279, 0.2480, 0.4046, 0.2858, 0.3244, -0.2893, 0.4774, 0.1376, 0.4435, 0.2826, -0.0167, 0.1142, 0.5260, -0.8179, -0.1166, 0.3477, 0.3367, 0.1779, 0.1005]}